# C14H14ClN3O2S

An isolated molecule of C14H14ClN3O2S (wB97M-V/def2-TZVPD, the Open Molecules 2025 dataset).

Positions of all 35 atoms, in Å:
C  1.212  -1.787  -4.567
C  0.641  -0.693  -3.737
N  0.545  -1.042  -2.341
C  1.647  -0.802  -1.553
O  2.583  -0.229  -2.074
C  1.541  -0.840  -0.033
C  1.136  0.633  0.513
C  1.357  0.629  2.004
C  2.560  1.086  2.562
C  2.726  0.900  3.950
C  1.628  0.498  4.766
Cl  1.740  0.253  6.519
C  0.453  0.143  4.203
C  0.323  0.196  2.799
C  0.467  -1.819  0.355
O  0.605  -2.431  1.372
N  -0.681  -1.837  -0.451
N  -1.897  -2.258  -0.052
C  -2.896  -1.732  -0.649
S  -2.275  -0.921  -2.162
C  -0.679  -1.619  -1.830
H  2.271  -1.794  -4.308
H  0.702  -2.803  -4.567
H  1.230  -1.362  -5.603
H  1.195  0.340  -3.988
H  -0.319  -0.584  -4.290
H  2.528  -1.241  0.355
H  1.827  1.269  0.006
H  0.188  0.861  0.294
H  3.337  1.499  1.932
H  3.768  1.107  4.382
H  -0.360  -0.191  4.747
H  -0.551  -0.119  2.263
H  -3.876  -1.949  -0.369
H  -0.788  -2.701  -2.176

Energy relative to the best compared isomer or geometry (same formula, charge and spin) (kJ/mol): 0.0
Frontier orbital gap (eV): 9.361
Strongest force on any atom (eV Å⁻¹): 5.47
SMILES: CCN1C(=O)[C@@H](Cc2ccc(Cl)cc2)C(=O)N2N=CS[C@@H]12
HOMO level (eV): -8.99
Charge: 0
E_tot (eV): -46665.594


# C14H14ClN3O3S

An isolated molecule of C14H14ClN3O3S (wB97M-V/def2-TZVPD, the Open Molecules 2025 dataset).

Positions of all 36 atoms, in Å:
C  3.653  -4.982  0.004
C  2.152  -5.162  -0.165
O  1.490  -3.902  -0.322
C  1.187  -3.227  0.788
O  1.398  -3.627  1.901
C  0.563  -1.898  0.420
C  -0.334  -1.307  1.460
C  -0.755  -1.862  2.622
S  -1.800  -0.781  3.476
C  -1.589  0.369  2.165
N  -2.214  1.574  2.206
C  -2.183  2.626  1.272
O  -2.820  3.625  1.506
N  -1.411  2.361  0.193
C  -1.164  3.176  -0.909
C  -0.331  2.674  -1.908
C  -0.048  3.435  -3.025
C  -0.584  4.703  -3.170
C  -1.411  5.193  -2.172
Cl  -2.090  6.773  -2.334
C  -1.710  4.449  -1.043
N  -0.815  -0.049  1.218
H  3.862  -4.437  0.922
H  4.131  -5.956  0.058
H  4.064  -4.430  -0.838
H  1.920  -5.717  -1.076
H  1.730  -5.676  0.704
H  1.380  -1.195  0.228
H  0.018  -2.016  -0.520
H  -0.507  -2.815  3.036
H  -2.790  1.769  3.014
H  -0.958  1.444  0.198
H  0.089  1.685  -1.800
H  0.598  3.038  -3.794
H  -0.367  5.302  -4.039
H  -2.354  4.845  -0.276

Energy relative to the best compared isomer or geometry (same formula, charge and spin) (kJ/mol): 0.0
Frontier orbital gap (eV): 9.017
Strongest force on any atom (eV Å⁻¹): 1.02
SMILES: CCOC(=O)Cc1csc(NC(=O)Nc2cccc(Cl)c2)n1
HOMO level (eV): -8.52
Charge: 0
E_tot (eV): -48717.448


# C14H14ClNO2Sn

A structure of composition C14H14ClNO2Sn (wB97M-V/def2-TZVPD, the Open Molecules 2025 dataset).

Positions of all 33 atoms, in Å:
Cl  1.076  -3.023  -1.435
C  2.165  0.832  -2.049
C  1.001  1.681  -1.983
C  -0.031  1.091  -2.766
H  0.953  2.627  -1.480
C  0.477  -0.122  -3.360
C  1.851  -0.269  -2.916
H  2.464  -1.118  -3.134
H  3.108  1.008  -1.567
H  -1.029  1.453  -2.924
C  -0.284  -1.109  -4.170
Sn  0.527  -0.778  -1.013
C  -1.620  -1.595  -0.625
O  -2.524  -2.273  -0.368
C  1.581  -1.166  1.010
O  1.915  -1.650  1.998
H  -1.354  -1.165  -3.924
H  0.097  -2.133  -4.077
H  -0.224  -0.847  -5.234
N  -0.490  1.286  0.686
C  -0.633  0.853  2.004
C  -1.712  0.041  2.352
C  -1.886  -0.339  3.687
C  -0.924  0.048  4.640
C  0.222  0.782  4.260
C  0.383  1.136  2.922
H  -1.336  1.396  0.114
H  0.243  1.988  0.503
H  -2.415  -0.261  1.578
H  -2.771  -0.912  3.992
H  -1.061  -0.224  5.700
H  0.970  1.088  5.007
H  1.261  1.674  2.570

Energy relative to the best compared isomer or geometry (same formula, charge and spin) (kJ/mol): 43.0
Frontier orbital gap (alpha / beta) (eV): 5.064 / 5.426
Strongest force on any atom (eV Å⁻¹): 6.68
HOMO level (alpha / beta) (eV): -15.46 / -15.65
Charge: +2
E_tot (eV): -38663.926